Density functional theory data (ωB97M-V with the def2-TZVPD basis set) for C16H12N5O12PdSbSe4 as an isolated structure.

Each line ends with the Löwdin charge.
Positions of all 51 atoms, in Å:
Pd  1.23523  -0.09210  0.10998  0.6503
N  5.14673  0.17800  1.40158  0.1479
C  3.79702  0.29073  1.47520  -0.5943
O  3.19677  1.26205  1.02508  -0.0008
C  3.06912  -0.84735  2.16150  -0.1976
C  1.57974  -0.76865  1.90285  -0.2230
H  5.56539  0.78533  0.71296  0.0878
H  5.53272  -0.76253  1.43199  -0.0330
H  3.28514  -0.77863  3.23552  0.1211
H  3.48990  -1.79306  1.81449  0.0449
H  1.08262  -0.00166  2.50362  0.0783
H  1.09147  -1.73414  2.01513  0.0611
O  -1.69062  6.26366  -3.54381  0.0373
N  -1.58401  6.38658  -2.33064  -0.3761
O  -1.81382  7.43612  -1.74189  0.0336
C  -1.16208  5.25239  -1.55999  -0.1625
C  -0.88717  4.04990  -2.19332  0.0704
C  -0.45332  2.96948  -1.46880  -0.0485
C  -0.29497  2.97526  -0.01406  -0.2982
O  -0.03629  1.99880  0.67781  0.0219
C  -0.58755  4.29907  0.54455  -0.0593
C  -1.02245  5.36723  -0.17392  0.0668
N  -0.43435  4.50414  1.98302  -0.3559
O  -1.25360  5.22829  2.53903  0.0389
O  0.50760  3.98907  2.53922  0.1029
N  -0.18573  1.77143  -2.24484  -0.3150
O  0.68103  0.98673  -1.87976  -0.0138
O  -0.79512  1.62249  -3.28924  0.0780
H  -1.00853  3.96315  -3.26211  0.1287
H  -1.25183  6.29799  0.32260  0.1283
O  0.48232  -3.08174  -0.23292  -0.0860
C  -0.56336  -2.45064  -0.02931  -0.6374
O  -0.70613  -1.21726  0.20285  -0.0779
C  -1.85743  -3.26141  -0.01034  -0.0967
C  -1.81695  -4.62022  -0.29626  -0.0040
C  -2.97612  -5.38598  -0.28249  -0.0677
C  -4.19189  -4.80081  0.02562  -0.0231
C  -4.21215  -3.44405  0.31004  -0.1451
C  -3.07137  -2.66045  0.29374  0.0661
N  -5.50452  -2.82305  0.64141  -0.3580
O  -6.49270  -3.54022  0.67134  0.0398
O  -5.52607  -1.63419  0.88277  0.0752
H  -0.85197  -5.05203  -0.52725  0.1184
H  -2.93269  -6.44325  -0.51131  0.0993
H  -5.11120  -5.36601  0.04934  0.1076
H  -3.10454  -1.60286  0.50980  0.1274
Se  5.95515  -3.28013  1.00519  -0.1306
Sb  4.92021  -3.10232  -1.16189  -0.1694
Se  5.12198  -4.84339  -2.77887  -0.2200
Se  4.87538  -0.77777  -2.14926  -0.0262
Se  2.76500  -1.71198  -1.30595  0.1880

For the electronic energy, the calculation gives -11767.28957 Eh. As for the net charge: -2. For the orbital gap (alpha / beta), the calculation gives 5.98 / 5.98 eV.

Density functional theory data (ωB97M-V with the def2-TZVPD basis set) for a 5-piece molecular cluster, CH9O6 overall in a non-equilibrium geometry.

Each line ends with the Löwdin charge.
Positions of all 16 atoms, in Å:
O  -0.26446  0.29220  0.12161  -0.1652
C  0.69375  0.67112  0.86191  -0.5368
O  1.25814  0.00748  1.74456  -0.0716
H  1.36798  1.50053  0.51772  0.1219
H  -2.26266  1.03808  -1.83386  0.0144
H  -1.50801  0.98227  -0.38183  -0.0302
O  -2.13550  1.49767  -1.00108  -0.1360
H  -2.22891  0.02497  1.24711  0.0106
H  -1.90804  -1.18080  0.45911  0.0107
O  -2.38559  -0.92359  1.24624  -0.0799
H  0.32540  1.28460  -1.41735  -0.0037
H  1.04308  0.10216  -2.09790  0.0289
O  0.67570  0.97826  -2.28037  -0.1012
H  1.77017  -2.27195  0.68855  0.0196
H  2.82481  -1.67433  1.41642  0.0121
O  2.73416  -2.32868  0.70915  -0.0936

For the electronic energy, the calculation gives -495.01615 Eh. As for the net charge: -1. For the orbital gap, the calculation gives 9.58 eV.

Density functional theory data (ωB97M-V with the def2-TZVPD basis set) for a 9-piece molecular cluster, CH20O9 overall in a non-equilibrium geometry.

Each line ends with the Löwdin charge.
Positions of all 30 atoms, in Å:
O  0.40918  -0.07413  0.43324  0.1402
H  1.21883  -0.08361  -0.12832  0.1011
H  -0.01903  -0.99295  0.40730  0.0786
H  -0.26785  0.60107  0.06021  0.0714
C  -1.74198  2.47579  -1.47319  -0.2857
O  -1.42725  1.52394  -0.50872  -0.4147
H  -0.87154  2.77628  -2.07539  0.0639
H  -2.48538  2.13580  -2.21798  0.0600
H  -2.24254  3.32905  -0.99065  0.0615
O  1.69968  -2.68026  -2.24803  -0.0624
H  1.57284  -3.45923  -1.69742  0.0232
H  0.99317  -2.06528  -1.98798  -0.0183
O  -2.35846  2.57593  2.03077  -0.0903
H  -2.16100  2.42341  1.08397  -0.0134
H  -3.14467  2.05019  2.19949  0.0180
O  2.95108  -0.06232  2.06344  -0.0643
H  2.76694  0.81904  2.40427  0.0394
H  2.31982  -0.63813  2.52243  -0.0067
O  2.18548  1.06374  -1.35487  -0.0270
H  2.94635  0.95009  -1.93436  0.0667
H  2.29529  1.94065  -0.96754  0.0668
O  0.58001  -1.53096  2.94412  -0.0423
H  0.55126  -1.68895  3.89547  0.0631
H  -0.16681  -2.02645  2.59186  0.0277
O  -0.32425  -0.56248  -2.10382  -0.0759
H  -1.04991  -1.19204  -2.13884  0.0426
H  -0.67202  0.19942  -1.57343  0.0073
O  -0.90453  -2.34176  0.33315  -0.0155
H  -1.77789  -2.17031  -0.04726  0.0935
H  -0.87481  -3.29553  0.47808  0.0916

For the electronic energy, the calculation gives -727.17861 Eh. As for the net charge: 0. For the orbital gap, the calculation gives 7.46 eV.

Density functional theory data (ωB97M-V with the def2-TZVPD basis set) for one molecule with the formula C4H8N2S in a non-equilibrium geometry.

Each line ends with the Löwdin charge.
Positions of all 15 atoms, in Å:
S  2.59015  -1.95863  -0.56823  0.5178
C  1.29848  -1.20474  -1.34111  -0.6297
N  0.60091  -0.18579  -0.69667  -0.2222
C  -0.77252  0.45110  -1.00104  -0.0857
C  -1.25414  0.88795  0.45617  -0.1257
C  -0.22565  0.07807  1.43242  -0.2103
N  0.88162  0.18565  0.57302  -0.1186
H  0.95759  -1.13197  -2.35233  0.0579
H  -1.35588  -0.39826  -1.55236  0.1414
H  -0.59747  1.34900  -1.64344  0.1118
H  -2.27738  0.38548  0.71380  0.1212
H  -1.08721  1.96565  0.73779  0.1116
H  -0.48492  -0.95947  1.82504  0.1250
H  0.07314  0.73307  2.32723  0.1321
H  1.65327  -0.19712  1.08972  0.0734

For the electronic energy, the calculation gives -664.81096 Eh. As for the net charge: 0. As for the SMILES: S=CN1CCCN1. For the orbital gap, the calculation gives 8.67 eV.

Computed ΔE to the lowest compared entry with this formula, charge and spin, in the same sequence as the records: 43.16; 26.52; 54.22; 76.44 kcal/mol.